[1]
A 2-piece molecular cluster, F2H4SSi2 overall in a non-equilibrium geometry. Source: the Open Molecules 2025 dataset; level of theory: ωB97M-V/def2-TZVPD.

Summary:
LUMO ... -1.32 eV
Strongest force on any atom ... 0.085 Eh/bohr
Molecular weight ... 130.27 g/mol
HOMO ... -9.41 eV
Calculated total energy ... -32092.5163 eV
SMILES ... F[SiH2]F.[SiH2]=S

Last column: Mulliken charge in e.
Geometry (Å):
F: -0.14 -1.80 0.89  -0.22
Si: -0.87 -0.58 1.57  0.67
F: -2.21 -1.22 2.16  -0.26
H: -1.37 0.24 0.55  -0.12
H: -0.22 -0.23 2.78  -0.08
Si: 1.17 0.99 -2.12  0.45
S: 1.94 0.34 -0.33  -0.33
H: -0.20 0.76 -2.24  -0.05
H: 1.90 1.49 -3.27  -0.05

[2]
A 2-piece molecular cluster, F2HISi overall. Source: the Open Molecules 2025 dataset; level of theory: ωB97M-V/def2-TZVPD.

Summary:
LUMO (alpha / beta) ... -2.34 / -0.86 eV
Strongest force on any atom ... 0.012 Eh/bohr
Molecular weight ... 193.99 g/mol
HOMO (alpha / beta) ... -10.52 / -9.36 eV
Calculated total energy ... -21429.8261 eV

Last column: Mulliken charge in e.
Geometry (Å):
F: -1.62 -2.07 -2.52  -0.20
F: -0.31 -0.34 -3.56  -0.19
Si: -1.15 -0.58 -2.22  0.38
I: -3.07 0.95 -2.32  0.00
H: 0.32 -0.92 0.49  0.01